[1]
The following is a DFT calculation (wB97M-V/def2-TZVPD) of a 2-piece molecular cluster, C10H16OS overall in a non-equilibrium geometry.

Geometry (Å):
C  -2.0450  -1.7182  -0.3569
C  -1.7232  -0.9820  2.6197
S  -2.3480  -2.1329  1.3400
H  -1.3316  -2.3723  -0.5701
H  -2.8741  -1.8749  -0.9708
H  -1.4437  -0.7316  -0.5538
H  -1.0890  -1.5430  3.4110
H  -2.4823  -0.4657  3.3001
H  -1.1223  -0.1137  2.1959
C  2.1700  -0.5855  0.2687
C  3.4442  -0.7654  -0.6374
C  1.1790  0.4341  -0.3020
C  0.5129  1.3301  0.6602
C  0.6215  0.4172  -1.5602
C  -0.6964  1.9675  0.4364
C  -0.4366  1.2958  -1.8768
C  -1.0601  2.0478  -0.9218
O  -2.0588  2.9312  -1.1428
H  1.6493  -1.6268  0.2628
H  2.2890  -0.3927  1.3186
H  3.7042  0.0304  -1.3616
H  1.1310  1.2906  1.6400
H  0.9622  -0.3333  -2.2950
H  -1.2336  2.6777  1.1058
H  -0.9510  1.0209  -2.8135
H  -2.4603  2.8329  -2.0072
H  3.3496  -1.6801  -1.0714
H  4.3431  -0.9582  -0.1178

## Properties
HOMO (eV): -8.146
Orbital gap (Eh): 0.32624
Energy above the lowest of the compared OMol25 structures with the same formula, charge and spin (kcal/mol): 61.2
Total charge: 0
Calculated total energy (Eh): -863.9656
LUMO (Ha): 0.02689

Atom charges from the natural (NBO) analysis, given in e for atoms 1 to 6:
1 C -0.75
2 C -0.77
3 S 0.16
4 H 0.21
5 H 0.22
6 H 0.24

[2]
The following is a DFT calculation (wB97M-V/def2-TZVPD) of a 9-piece molecular cluster, C39H58F5N4O16 overall in a non-equilibrium geometry.

Geometry (Å):
C  0.9469  -1.7719  -1.3573
C  1.0105  -1.6877  -2.9932
F  0.0069  -2.5892  -3.6584
C  2.4797  -1.9974  -3.6510
N  3.6256  -2.0372  -2.6405
C  3.9165  -3.2609  -2.0893
N  5.0225  -3.5617  -1.1023
C  4.9389  -5.0544  -0.7229
N  3.7990  -5.7132  -1.5106
N  3.2977  -4.6322  -2.2493
C  4.3572  -0.7364  -2.3898
F  4.8485  -0.5490  -1.0046
F  3.4058  0.4096  -2.6441
C  5.5280  -0.5893  -3.5509
F  6.0102  -1.9266  -4.0611
F  6.6293  0.3329  -3.1898
H  -0.0907  -1.2754  -1.0391
H  1.7797  -1.1567  -0.8075
H  1.0244  -2.9001  -0.9901
H  0.7152  -0.5889  -3.3083
H  2.7933  -1.2351  -4.5140
H  2.4259  -3.0534  -4.1792
H  5.6342  -5.6211  0.0552
H  3.4830  -6.7072  -1.4774
H  2.4977  -4.8763  -2.8841
H  4.9788  -0.0953  -4.4886
O  8.5960  -4.4673  -1.5472
C  9.1583  -3.3856  -1.5895
O  10.1168  -2.9811  -0.7053
C  10.4729  -1.6285  -0.9868
C  10.0788  -1.4042  -2.4233
C  8.8727  -2.2958  -2.5779
H  9.9278  -0.9734  -0.2991
H  11.5469  -1.4900  -0.8320
H  9.8799  -0.3548  -2.6563
H  10.8801  -1.7521  -3.0865
H  7.9496  -1.7852  -2.2901
H  8.7955  -2.6938  -3.5923
O  -0.4982  -2.9580  1.0576
C  0.5041  -3.2293  1.6978
O  1.1244  -4.4455  1.6781
C  2.1935  -4.4412  2.6231
C  2.5367  -2.9890  2.8288
C  1.2047  -2.3060  2.6480
H  1.8472  -4.9211  3.5445
H  3.0400  -5.0080  2.2247
H  3.0026  -2.7899  3.7975
H  3.2290  -2.6568  2.0456
H  0.6404  -2.2605  3.5836
H  1.3203  -1.3093  2.2161
O  -1.8053  -2.6412  4.6976
C  -2.4515  -1.8169  4.0723
O  -1.9685  -0.6054  3.6683
C  -3.0232  0.1409  3.0630
C  -4.0381  -0.8843  2.6296
C  -3.8903  -1.9587  3.6771
H  -3.4274  0.8386  3.8039
H  -2.6319  0.7113  2.2155
H  -5.0519  -0.4819  2.5555
H  -3.7617  -1.2881  1.6480
H  -4.5211  -1.7662  4.5493
H  -4.0902  -2.9506  3.2654
O  -6.5675  -0.7877  1.0436
C  -7.4357  0.0691  1.0221
O  -8.3347  0.2794  2.0279
C  -9.2667  1.2803  1.6212
C  -8.5687  2.0558  0.5348
C  -7.7034  1.0065  -0.1162
H  -10.1751  0.7861  1.2612
H  -9.5228  1.9144  2.4750
H  -9.2597  2.5441  -0.1574
H  -7.9333  2.8303  0.9814
H  -8.2388  0.4688  -0.9036
H  -6.7750  1.4345  -0.5012
O  2.2379  -0.3936  -6.4212
C  1.3697  0.4631  -6.4427
O  0.4707  0.6734  -5.4369
C  -0.4613  1.6743  -5.8436
C  0.2367  2.4498  -6.9300
C  1.1020  1.4005  -7.5810
H  -1.3697  1.1801  -6.2036
H  -0.7174  2.3085  -4.9898
H  -0.4543  2.9382  -7.6222
H  0.8721  3.2243  -6.4834
H  0.5666  0.8629  -8.3685
H  2.0304  1.8286  -7.9660
O  -9.9522  3.9089  2.9019
C  -8.9271  4.4931  3.2118
O  -7.8127  4.5620  2.4259
C  -6.7734  5.2252  3.1441
C  -7.4757  6.0370  4.2009
C  -8.6864  5.1947  4.5141
H  -6.1086  4.4689  3.5744
H  -6.1975  5.8560  2.4608
H  -6.8490  6.2435  5.0724
H  -7.7959  6.9975  3.7791
H  -8.4756  4.4507  5.2872
H  -9.5433  5.8120  4.7936
O  -10.5018  3.4344  6.5101
C  -11.0759  2.5102  5.9583
O  -10.4682  1.6115  5.1294
C  -11.4552  0.7404  4.5790
C  -12.6200  0.8066  5.5318
C  -12.5436  2.2209  6.0489
H  -11.7167  1.0973  3.5773
H  -11.0500  -0.2726  4.4998
H  -13.5760  0.5641  5.0604
H  -12.4628  0.1041  6.3594
H  -13.0860  2.9193  5.4055
H  -12.8963  2.2905  7.0805
O  12.2864  0.6408  -4.1693
C  12.4148  1.2579  -3.1249
O  12.5528  0.6746  -1.8981
C  12.5682  1.6900  -0.8959
C  12.9785  2.9499  -1.6123
C  12.3983  2.7504  -2.9897
H  11.5662  1.7667  -0.4608
H  13.2771  1.4195  -0.1078
H  12.6286  3.8598  -1.1177
H  14.0722  2.9997  -1.6783
H  11.3652  3.1034  -3.0511
H  13.0157  3.2227  -3.7573

## Properties
HOMO (eV): -11.284
Orbital gap (Eh): 0.27807
Total charge: +1
Calculated total energy (Eh): -3442.6566
LUMO (Ha): -0.13661

Atom charges from the Mulliken analysis, given in e for atoms 1 to 6:
1 C -0.95
2 C 0.82
3 F -0.41
4 C -0.73
5 N 0.34
6 C 0.44

[3]
The following is a DFT calculation (wB97M-V/def2-TZVPD) of C23H23F3N5O6OsS2 as an isolated structure in a non-equilibrium geometry.

Geometry (Å):
Os  -0.1778  0.9633  1.3660
C  -3.3671  2.3285  2.4840
C  -2.0506  3.0192  2.7983
C  -2.0816  4.5307  2.6608
O  -0.9621  2.5873  1.8831
H  -4.1107  2.8599  3.0592
H  -3.3981  1.2657  2.7600
H  -3.5877  2.4008  1.4270
H  -1.6641  2.7840  3.8026
H  -2.1843  4.7951  1.6617
H  -1.1358  4.8327  3.0599
H  -2.8646  4.9580  3.2617
N  -2.1706  -1.3514  -2.1136
C  -2.3564  -0.8851  -0.8984
S  -1.8466  0.7856  -0.6136
N  -2.8669  -1.6121  0.1127
C  -3.2756  -3.0072  0.0061
C  -4.4648  -3.4021  0.6059
C  -4.8954  -4.7073  0.4928
C  -4.1334  -5.7113  -0.0965
C  -2.8568  -5.3335  -0.5864
C  -2.4656  -3.9745  -0.5794
H  -1.7270  -0.6923  -2.7305
H  -2.2006  -2.3462  -2.3665
H  -3.0223  -1.0830  0.9569
H  -4.9605  -2.7213  1.2696
H  -5.8158  -4.9351  1.0052
H  -4.4789  -6.7429  -0.1197
H  -2.2570  -6.0347  -1.0934
H  -1.5363  -3.7157  -1.0168
F  4.6765  3.1858  -3.0084
C  4.1032  4.0580  -2.2257
F  5.0299  4.6506  -1.4483
F  3.5468  4.9862  -3.0482
C  2.9756  3.4275  -1.4363
C  2.7010  3.9151  -0.1648
C  1.7539  3.2183  0.5698
N  1.0837  2.1699  0.0469
C  1.4129  1.7157  -1.1788
C  2.3899  2.3298  -1.9261
H  3.2661  4.7337  0.2406
H  1.3860  3.4749  1.4980
H  0.7994  0.9200  -1.5997
H  2.6618  1.9114  -2.9112
O  0.9112  -0.8009  -2.9157
S  1.0383  -1.9039  -2.0036
O  0.3668  -3.1383  -2.2908
N  0.4772  -1.4109  -0.5045
C  1.5216  -1.0947  0.2787
O  1.3788  -0.3113  1.2950
C  2.8590  -1.4476  -0.2633
C  4.1106  -1.2578  0.3112
C  5.2091  -1.4633  -0.4661
C  5.0723  -1.9672  -1.7814
C  3.8495  -2.2910  -2.3682
C  2.7674  -2.0108  -1.5313
H  4.1586  -0.9059  1.3477
H  6.1972  -1.1559  -0.2241
H  5.9537  -1.9806  -2.3637
H  3.7288  -2.6007  -3.3836
O  -0.1572  0.9246  4.2967
N  -1.0939  0.2893  4.0581
O  -1.2213  -0.0248  2.6425

## Properties
HOMO (alpha / beta) (eV): -11.400 / -11.729
2S+1: 5
Orbital gap (alpha / beta) (Eh): 0.30077 / 0.24091
Energy above the lowest of the compared OMol25 structures with the same formula, charge and spin (kcal/mol): 0.0
Total charge: +1
Expectation value of S²: 6.0175
Calculated total energy (Eh): -2801.7867
LUMO (alpha / beta) (Ha): -0.11816 / -0.19014

Atom charges from the natural (NBO) analysis, given in e for atoms 1 to 6:
1 Os 1.76
2 C -0.65
3 C 0.11
4 C -0.61
5 O -0.69
6 H 0.23